Entry 1:
DFT (ωB97M-V/def2-TZVPD) results for C3H3AgO3 as an isolated structure at a distorted geometry.

ORCA input file:
```
! RIJCOSX wB97M-V def2-TZVPD def2/J DEFGRID3
* xyz 0 1
O -1.797 -0.681 -0.262
C -5.283 0.781 1.964
C -4.771 0.639 0.743
O -3.436 0.414 0.572
C -2.925 -0.245 -0.587
O -3.761 -0.926 -1.186
Ag -2.539 -1.951 1.659
H -4.652 1.008 2.824
H -5.390 0.416 -0.129
H -6.326 0.514 2.134
*
```

Properties
E_HOMO in eV: -9.00
Electronic energy in eV: -13297.730
Molar mass in g mol⁻¹: 194.92
Orbital gap in eV: 6.613
Energy above the lowest of the compared OMol25 structures with the same formula, charge and spin in kJ/mol: 188.99

=====

Entry 2:
DFT (ωB97M-V/def2-TZVPD) results for a 2-piece molecular cluster, C3H13N5 overall at a distorted geometry.

ORCA input file:
```
! RIJCOSX wB97M-V def2-TZVPD def2/J DEFGRID3
* xyz 0 1
H 1.983 0.486 -1.488
N 1.632 0.225 -0.562
C 0.385 0.585 -0.425
C -0.296 1.291 -1.583
N -0.144 0.881 0.964
N 0.778 0.706 2.004
N -0.924 2.013 1.159
H -0.233 0.659 -2.475
H 0.220 2.230 -1.796
H -1.344 1.502 -1.361
H 1.027 -0.285 2.009
H 1.656 1.143 1.697
H -1.383 1.911 2.065
H -0.304 2.817 1.269
C -0.079 -2.761 -0.160
N -1.068 -1.700 -0.250
H -0.247 -3.519 -0.929
H 0.925 -2.368 -0.327
H -0.122 -3.234 0.824
H -1.363 -1.518 -1.206
H -1.100 -1.066 0.572
*
```

Properties
E_HOMO in eV: -8.38
Electronic energy in eV: -10769.428
Structure (SMILES): [H]/N=C(\C)N(N)N.CN
Molar mass in g mol⁻¹: 119.17
Orbital gap in eV: 9.365
Energy above the lowest of the compared OMol25 structures with the same formula, charge and spin in kJ/mol: 321.66

=====

Entry 3:
DFT (ωB97M-V/def2-TZVPD) results for one molecule with the formula C19H28N2O3S2.

ORCA input file:
```
! RIJCOSX wB97M-V def2-TZVPD def2/J DEFGRID3
* xyz 0 1
C 3.696 -1.126 -1.654
S 2.773 0.390 -1.335
C 1.513 -0.241 -0.193
C 0.803 -1.445 -0.790
O 1.103 -2.571 -0.422
N -0.115 -1.230 -1.755
C -0.554 0.028 -2.335
C -0.691 -0.294 -3.821
C 0.616 -0.122 -4.617
S 1.357 -1.767 -4.830
C -0.307 -2.456 -4.974
C -1.117 -1.789 -3.859
C -2.616 -1.962 -4.084
C -0.689 -2.353 -2.482
C 2.038 -0.472 1.246
N 1.355 0.757 1.640
C 1.135 1.232 2.882
O 1.690 0.767 3.862
C 0.139 2.400 2.949
C -0.068 2.891 4.373
C -1.171 1.970 4.874
C -1.040 1.204 6.151
C -2.028 2.338 6.046
C -1.748 1.299 3.633
O -1.149 1.961 2.517
C 0.664 0.933 0.366
H 4.565 -0.836 -2.243
H 4.030 -1.575 -0.721
H 3.098 -1.839 -2.218
H -1.519 0.330 -1.913
H 0.163 0.825 -2.154
H -1.461 0.339 -4.266
H 0.404 0.287 -5.605
H 1.330 0.532 -4.119
H -0.721 -2.212 -5.955
H -0.277 -3.541 -4.872
H -2.894 -3.017 -4.053
H -3.188 -1.445 -3.310
H -2.914 -1.559 -5.054
H 0.063 -3.137 -2.561
H -1.544 -2.771 -1.942
H 1.623 -1.364 1.716
H 3.119 -0.452 1.371
H 0.459 3.184 2.261
H 0.842 2.814 4.964
H -0.406 3.929 4.353
H -1.430 0.195 6.171
H -0.143 1.352 6.736
H -1.800 3.261 6.564
H -3.082 2.092 6.004
H -1.493 0.232 3.614
H -2.828 1.408 3.536
H 0.817 1.904 -0.110
H -0.405 0.719 0.419
*
```

Properties
E_HOMO in eV: -8.68
Electronic energy in eV: -50950.206
Structure (SMILES): CSC1(C(=O)N2C[C@H]3CSC[C@@]3(C)C2)CN(C(=O)[C@@H]2CC3(CC3)CO2)C1
Molar mass in g mol⁻¹: 396.58
Orbital gap in eV: 9.178
Energy above the lowest of the compared OMol25 structures with the same formula, charge and spin in kJ/mol: 101.56

=====

Entry 4:
DFT (ωB97M-V/def2-TZVPD) results for C6H10HgO5 as an isolated structure at a distorted geometry.

ORCA input file:
```
! RIJCOSX wB97M-V def2-TZVPD def2/J DEFGRID3
* xyz 1 2
O 2.435 0.825 -3.011
C 1.685 0.714 -2.080
C 2.149 0.821 -0.635
O 1.143 0.594 0.308
C 0.904 -0.761 0.600
C -0.218 -0.895 1.599
O -1.449 -0.313 1.129
C -1.774 0.962 1.710
H 3.007 0.140 -0.497
H 2.510 1.851 -0.489
H 1.808 -1.226 1.031
H 0.646 -1.335 -0.310
H -0.418 -1.958 1.781
H 0.046 -0.414 2.549
H -2.709 1.305 1.253
H -1.923 0.836 2.789
H -0.967 1.673 1.501
O -1.323 -1.729 -2.001
C -1.383 -0.563 -2.455
O -2.291 0.209 -2.075
Hg -2.353 -0.975 -0.412
H 0.475 0.236 -2.284
*
```

Properties
E_HOMO (spin up / spin down) in eV: -12.93 / -13.21
Electronic energy in eV: -20782.386
<S²>: 0.760
Molar mass in g mol⁻¹: 362.73
Orbital gap (spin up / spin down) in eV: 7.473 / 6.591

=====

Entry 5:
DFT (ωB97M-V/def2-TZVPD) results for C43H35ClN2O6Ru as an isolated structure.

ORCA input file:
```
! RIJCOSX wB97M-V def2-TZVPD def2/J DEFGRID3
* xyz -1 2
Ru -0.403 -0.238 0.856
O -1.226 -0.481 -0.951
C -0.642 -1.202 -1.980
C 0.900 -1.218 -1.788
C 1.348 -2.094 -0.658
C 2.092 -3.240 -0.887
C 2.544 -3.981 0.188
C 2.275 -3.526 1.465
C 1.518 -2.377 1.643
C 1.272 -1.844 3.023
C 1.522 -0.323 3.137
O 0.558 0.413 2.466
C 2.940 -0.044 2.603
C 3.130 0.756 1.485
C 4.411 0.971 0.986
C 5.513 0.394 1.598
C 5.329 -0.397 2.726
C 4.053 -0.609 3.223
C 1.456 0.132 4.603
C 1.894 1.419 4.909
C 1.800 1.919 6.196
C 1.264 1.136 7.212
C 0.820 -0.142 6.919
C 0.914 -0.639 5.623
N 1.025 -1.708 0.588
C -1.008 -0.473 -3.284
C -2.170 -0.821 -3.972
C -2.559 -0.138 -5.114
C -1.799 0.923 -5.588
C -0.654 1.293 -4.901
C -0.263 0.601 -3.761
C -1.125 -2.655 -2.057
C -0.607 -3.535 -3.007
C -1.018 -4.857 -3.045
C -1.960 -5.319 -2.131
C -2.496 -4.445 -1.199
C -2.084 -3.116 -1.172
H 1.199 -0.192 -1.561
H 1.410 -1.534 -2.700
H 2.302 -3.534 -1.906
H 3.118 -4.886 0.033
H 2.651 -4.044 2.336
H 1.930 -2.381 3.709
H 0.237 -2.044 3.302
H 2.268 1.209 1.016
H 4.543 1.597 0.110
H 6.508 0.562 1.205
H 6.183 -0.844 3.221
H 3.921 -1.211 4.116
H 2.306 2.033 4.117
H 2.144 2.924 6.409
H 1.189 1.524 8.221
H 0.390 -0.760 7.698
H 0.544 -1.635 5.419
H -2.772 -1.644 -3.607
H -3.466 -0.429 -5.632
H -2.109 1.467 -6.471
H -0.062 2.132 -5.247
H 0.623 0.925 -3.232
H 0.117 -3.177 -3.733
H -0.606 -5.530 -3.788
H -2.276 -6.355 -2.154
H -3.231 -4.783 -0.480
H -2.500 -2.416 -0.464
C -2.653 6.254 -1.548
C -2.838 4.859 -2.077
C -3.164 4.635 -3.410
C -3.306 3.342 -3.882
Cl -3.724 3.098 -5.561
C -3.130 2.247 -3.056
C -2.820 2.458 -1.722
C -2.680 3.753 -1.243
O -2.382 3.982 0.087
C -1.049 3.640 0.427
C -0.822 2.146 0.514
O 0.249 1.652 0.059
O -1.674 1.403 1.061
H -3.131 6.982 -2.204
H -1.593 6.511 -1.482
H -3.071 6.348 -0.547
H -3.305 5.471 -4.083
H -3.220 1.244 -3.447
H -2.665 1.619 -1.054
H -0.857 4.053 1.419
H -0.339 4.067 -0.286
O -3.201 -3.194 2.274
C -2.324 -2.414 2.039
N -1.431 -1.668 1.834
*
```

Properties
E_HOMO (spin up / spin down) in eV: -5.08 / -5.09
Electronic energy in eV: -75533.629
<S²>: 0.754
Molar mass in g mol⁻¹: 812.28
Orbital gap (spin up / spin down) in eV: 7.606 / 7.610
Energy above the lowest of the compared OMol25 structures with the same formula, charge and spin in kJ/mol: 11.04

=====

Entry 6:
DFT (ωB97M-V/def2-TZVPD) results for C7H10N2O3 as an isolated structure at a distorted geometry.

ORCA input file:
```
! RIJCOSX wB97M-V def2-TZVPD def2/J DEFGRID3
* xyz 0 1
C 3.329 0.684 0.202
C 2.793 -0.684 0.176
C 0.521 0.084 -0.430
C -1.425 -1.220 -0.309
C -2.699 -1.386 -0.052
C -3.624 -0.255 0.190
C -1.708 1.253 -0.013
H 3.633 0.876 1.571
H 4.448 0.718 -0.501
H 2.464 1.711 -0.210
H 3.329 -1.657 0.737
H 2.863 -0.830 -0.981
H 0.835 -0.788 -1.077
H 0.949 1.128 -0.548
H -0.705 -1.940 -0.684
H -3.032 -2.360 0.411
H -3.428 1.905 0.706
N -0.925 0.030 -0.284
N -2.916 1.007 0.330
O 1.354 -0.494 0.657
O -4.846 -0.211 0.267
O -1.211 2.430 -0.158
*
```

Properties
E_HOMO in eV: -9.41
Electronic energy in eV: -16538.482
Molar mass in g mol⁻¹: 170.17
Orbital gap in eV: 9.760
Energy above the lowest of the compared OMol25 structures with the same formula, charge and spin in kJ/mol: 576.18

=====

Entry 7:
DFT (ωB97M-V/def2-TZVPD) results for C38H38Br2N5O7RbS6 as an isolated structure at a distorted geometry.

ORCA input file:
```
! RIJCOSX wB97M-V def2-TZVPD def2/J DEFGRID3
* xyz -2 1
Rb -1.170 0.040 0.022
Br 0.925 4.775 7.353
C 1.312 4.163 5.587
C 1.789 5.056 4.648
C 2.033 4.609 3.358
C 1.791 3.278 3.010
C 1.362 2.386 3.997
C 1.091 2.831 5.276
N 2.064 2.772 1.754
C 1.678 3.266 0.662
C 2.036 2.623 -0.620
C 2.477 3.387 -1.697
C 2.812 2.741 -2.878
C 2.666 1.368 -2.951
C 2.219 0.687 -1.823
N 1.927 1.294 -0.682
H 1.954 6.091 4.914
H 2.417 5.293 2.612
H 1.196 1.358 3.719
H 0.724 2.149 6.030
H 1.062 4.174 0.592
H 2.582 4.461 -1.600
H 3.184 3.300 -3.727
H 2.889 0.832 -3.862
H 2.096 -0.391 -1.836
C 4.084 -5.138 -1.217
C 3.354 -4.333 -0.189
C 2.462 -4.906 0.700
C 1.752 -4.101 1.583
C 1.978 -2.741 1.510
Br 1.101 -1.596 2.752
N 2.832 -2.163 0.698
C 3.487 -2.944 -0.151
H 4.038 -6.203 -0.991
H 5.126 -4.823 -1.293
H 3.598 -4.955 -2.179
H 2.308 -5.978 0.694
H 1.045 -4.510 2.289
H 4.166 -2.437 -0.826
O -5.288 0.685 1.116
S -4.164 0.312 0.248
O -3.406 -0.787 0.821
O -3.352 1.482 -0.084
C -4.919 -0.275 -1.282
C -6.297 -0.113 -1.360
C -7.002 -0.525 -2.478
C -6.318 -1.107 -3.535
C -4.944 -1.273 -3.455
C -4.226 -0.859 -2.339
S -2.417 -1.116 -2.443
O -2.041 -1.945 -1.311
O -2.251 -1.773 -3.728
O -1.834 0.222 -2.398
H -6.786 0.334 -0.507
H -8.076 -0.388 -2.523
H -6.856 -1.429 -4.419
H -4.381 -1.727 -4.257
S 2.140 -0.426 -7.722
C 1.953 -1.390 -6.376
S 0.916 -0.970 -5.043
C 1.552 -2.392 -4.116
N 2.406 -3.066 -4.827
N 2.621 -2.539 -6.083
C 3.558 -3.234 -6.874
C 4.500 -4.036 -6.222
C 5.407 -4.781 -6.954
C 5.394 -4.746 -8.340
C 4.459 -3.953 -8.987
C 3.542 -3.203 -8.268
S 1.081 -2.695 -2.549
H 4.490 -4.075 -5.144
H 6.123 -5.404 -6.433
H 6.097 -5.342 -8.908
H 4.425 -3.929 -10.069
H 2.811 -2.604 -8.782
C -1.737 4.191 1.824
C -2.809 3.949 2.885
C -3.217 2.482 2.949
S -1.854 1.383 3.475
O -0.951 1.187 2.313
C -2.876 -0.134 3.625
C -3.068 -0.525 5.084
C -1.753 -0.962 5.728
H -1.501 5.253 1.733
H -2.085 3.814 0.862
H -0.831 3.646 2.083
H -3.699 4.535 2.639
H -2.443 4.284 3.862
H -3.535 2.126 1.973
H -4.011 2.332 3.683
H -2.319 -0.898 3.084
H -3.815 0.026 3.101
H -3.788 -1.346 5.132
H -3.484 0.321 5.640
H -1.340 -1.822 5.201
H -1.895 -1.227 6.777
H -1.019 -0.159 5.652
*
```

Properties
E_HOMO in eV: -2.18
Electronic energy in eV: -267560.614
Molar mass in g mol⁻¹: 1114.43
Orbital gap in eV: 5.389
Energy above the lowest of the compared OMol25 structures with the same formula, charge and spin in kJ/mol: 164.25

=====

Entry 8:
DFT (ωB97M-V/def2-TZVPD) results for one molecule with the formula C2H6N2S at a distorted geometry.

ORCA input file:
```
! RIJCOSX wB97M-V def2-TZVPD def2/J DEFGRID3
* xyz 0 1
N 2.229 0.937 -0.950
C 1.635 -0.538 -0.806
C 0.191 -0.355 -0.628
N -0.297 -0.560 0.592
S -2.001 0.214 0.868
H 2.738 1.208 0.169
H 3.087 0.962 -1.699
H 1.729 -1.354 0.034
H 1.932 -1.018 -1.880
H -0.077 0.095 -1.530
H -1.871 -0.598 2.121
*
```

Properties
E_HOMO in eV: -9.01
Electronic energy in eV: -15982.377
Structure (SMILES): NC/C=N/S
Molar mass in g mol⁻¹: 90.15
Orbital gap in eV: 9.579
Energy above the lowest of the compared OMol25 structures with the same formula, charge and spin in kJ/mol: 426.59